This record from the Open Molecules 2025 dataset describes a molecular structure, C5H11NO. The level of theory is wB97M-V/def2-TZVPD.

Each line ends with the natural charge from an NBO analysis.
Atoms and positions in Å:
C -1.13 -1.12 -0.90  -0.671
C -0.38 0.17 -0.82  0.103
C -1.21 0.79 1.35  -0.884
N 0.90 0.21 -0.39  -0.413
C 1.20 -0.44 0.82  -0.469
C 1.67 1.34 -0.73  0.571
O 1.38 2.12 -1.60  -0.528
H -1.03 -1.73 0.00  0.224
H -2.20 -0.91 -1.05  0.231
H -0.79 -1.71 -1.76  0.226
H -0.62 0.94 -1.55  0.224
H -1.08 1.86 1.14  0.206
H -2.17 0.45 0.95  0.199
H -1.27 0.68 2.44  0.214
H 1.02 -1.51 0.81  0.203
H 2.19 -0.19 1.20  0.200
H -0.02 0.11 1.35  0.234
H 2.59 1.41 -0.13  0.130

* E_HOMO (alpha / beta): -7.7422 / -7.7426 eV
* E_tot: -8897.011 eV
* net charge: 0
* relative energy (zero: lowest compared OMol25 entry of this formula, charge and spin): 108.1 kcal per mole